1.
This record from the Open Molecules 2025 dataset describes a structure of composition C23H22F5FeN4OS3Se at a distorted geometry. The level of theory is ωB97M-V/def2-TZVPD.

Structure (XYZ):
```
60
Properties=species:S:1:pos:R:3
Fe 9.759 9.033 11.944
C 6.791 8.196 18.525
C 8.278 8.217 18.470
C 8.952 9.436 18.453
C 10.368 9.594 18.481
C 11.123 8.444 18.377
C 10.538 7.197 18.426
C 9.126 7.066 18.491
H 6.438 7.764 17.560
H 6.371 9.178 18.638
H 6.474 7.649 19.384
H 8.324 10.332 18.405
H 10.826 10.653 18.525
H 12.222 8.509 18.421
H 11.104 6.256 18.237
H 8.708 6.056 18.511
N 7.958 7.431 14.628
C 7.654 8.661 14.199
N 7.963 9.161 13.029
C 7.497 10.452 12.905
C 6.782 10.929 13.986
S 6.674 9.686 15.224
C 7.808 11.171 11.676
C 7.128 12.150 11.025
S 8.084 12.638 9.646
C 9.248 11.518 9.983
N 9.107 10.856 11.168
N 10.234 11.219 9.117
H 8.225 6.730 13.941
H 7.962 7.264 15.604
H 6.401 11.912 14.014
H 6.226 12.478 11.246
H 10.494 11.794 8.315
H 10.886 10.524 9.436
O 10.800 9.863 13.274
S 11.205 10.084 14.748
C 12.603 11.339 14.657
C 11.992 12.700 14.180
C 10.417 12.524 14.308
C 10.113 11.354 15.271
H 13.328 10.935 13.967
H 12.950 11.296 15.682
H 12.404 12.979 13.272
H 12.185 13.583 14.838
H 10.058 12.496 13.267
H 9.943 13.373 14.829
H 9.085 11.117 15.240
H 10.363 11.597 16.294
F 8.777 6.445 5.047
C 9.081 6.581 6.314
C 8.627 7.683 6.991
F 8.012 8.649 6.387
C 8.948 7.740 8.359
F 8.475 8.885 8.921
C 9.684 6.786 9.053
Se 10.061 6.710 10.844
C 10.053 5.687 8.350
F 10.722 4.591 8.732
C 9.795 5.571 6.885
F 10.118 4.481 6.202
```

Computed properties:
Frontier orbital gap (alpha / beta)   8.44 / 4.65 eV
Expectation value of S²   8.774
LUMO energy (alpha / beta)   -5.199 / -8.985 eV
Spin multiplicity   6
Total charge   +2
Highest occupied orbital energy (alpha / beta)   -13.635 / -13.636 eV


2.
This record from the Open Molecules 2025 dataset describes a structure of composition C31H30Br2N3O7S2V at a distorted geometry. The level of theory is ωB97M-V/def2-TZVPD.

Structure (XYZ):
```
76
Properties=species:S:1:pos:R:3
V -0.346 -0.189 0.087
C 1.051 -4.594 2.017
C -0.362 -4.316 1.469
C -1.339 -5.062 2.398
O -0.475 -4.816 0.160
C -0.602 -2.752 1.448
O -1.381 -2.308 2.279
O 0.080 -2.133 0.433
H 1.091 -5.692 1.944
H 1.260 -4.313 3.075
H 1.777 -4.102 1.321
H -0.899 -6.046 2.696
H -2.273 -5.225 1.866
H -1.627 -4.489 3.312
H -0.248 -4.126 -0.448
C -0.176 3.439 -1.127
C -1.437 2.761 -1.554
C -2.403 3.460 -2.274
C -3.523 2.816 -2.810
C -3.594 1.421 -2.613
C -4.680 0.629 -3.117
Br -6.080 1.573 -3.938
C -4.734 -0.742 -3.002
C -3.757 -1.372 -2.229
Br -3.720 -3.225 -1.996
C -2.801 -0.605 -1.457
O -2.227 -1.086 -0.440
C -2.662 0.780 -1.766
N -1.623 1.453 -1.165
H 0.743 2.831 -1.413
H -0.092 3.525 -0.042
H -0.108 4.436 -1.594
H -2.161 4.518 -2.396
H -4.216 3.316 -3.477
H -5.573 -1.248 -3.497
O 5.388 1.945 -6.102
C 5.403 2.088 -4.736
O 6.230 2.825 -4.216
C 4.366 1.332 -3.995
C 4.235 1.569 -2.603
C 3.163 1.117 -1.908
C 2.183 0.331 -2.547
S 0.703 -0.405 -1.952
C 2.379 -0.004 -3.887
C 3.442 0.494 -4.627
H 4.623 1.485 -6.481
H 5.038 2.115 -2.084
H 3.058 1.291 -0.828
H 1.660 -0.705 -4.374
H 3.569 0.185 -5.705
O -1.010 0.704 1.793
S -2.507 0.833 2.170
C -2.639 2.303 3.291
C -2.033 1.787 4.568
C -2.827 0.453 4.830
C -2.942 -0.281 3.550
H -3.701 2.529 3.386
H -2.060 3.144 2.843
H -2.117 2.486 5.412
H -0.946 1.568 4.460
H -3.872 0.746 5.172
H -2.372 -0.170 5.644
H -4.004 -0.532 3.266
H -2.322 -1.172 3.384
N 5.554 -2.457 2.142
C 4.688 -1.732 1.932
C 3.699 -0.709 1.716
C 4.154 0.571 1.967
C 3.215 1.614 1.823
C 1.945 1.355 1.390
N 1.563 0.101 1.093
C 2.389 -0.919 1.295
H 5.155 0.725 2.316
H 3.460 2.640 2.113
H 1.173 2.134 1.335
H 2.034 -1.900 1.003
```

Computed properties:
Frontier orbital gap (alpha / beta)   6.34 / 6.28 eV
Expectation value of S²   2.019
LUMO energy (alpha / beta)   -0.837 / -0.931 eV
Spin multiplicity   3
Highest occupied orbital energy (alpha / beta)   -7.174 / -7.208 eV


3.
This record from the Open Molecules 2025 dataset describes a cluster of 2 separate species, C27H32N5O3 in total at a distorted geometry. The level of theory is ωB97M-V/def2-TZVPD.

Structure (XYZ):
```
67
Properties=species:S:1:pos:R:3
C -0.407 -3.129 -1.931
C -1.717 -2.453 -1.847
N -2.032 -1.171 -1.759
C -3.416 -1.066 -1.694
C -3.944 -2.350 -1.785
C -5.272 -2.969 -1.877
N -2.862 -3.187 -1.861
H 0.363 -2.363 -1.979
H -0.292 -3.735 -1.044
H -0.408 -3.741 -2.825
H -3.982 -0.129 -1.594
H -6.069 -2.210 -1.904
H -5.349 -3.581 -2.793
H -5.459 -3.629 -1.015
H -2.904 -4.205 -1.968
C 3.262 3.076 2.895
N 2.714 1.911 2.249
C 3.068 0.646 2.614
O 3.904 0.351 3.463
C 2.261 -0.324 1.764
C 1.422 -1.313 2.580
C 2.246 -2.260 3.437
C 1.976 -2.387 4.816
C 2.832 -3.151 5.616
C 3.891 -3.853 5.045
C 4.101 -3.807 3.652
C 3.257 -3.018 2.861
N 1.442 0.604 0.929
C 0.656 0.125 -0.047
C -0.145 0.917 -0.865
C -0.829 0.520 -2.046
C -1.704 1.366 -2.827
C -2.415 0.932 -3.997
C -3.201 1.834 -4.720
C -3.220 3.213 -4.420
N -3.676 4.096 -5.433
O -3.460 5.330 -5.346
O -4.269 3.595 -6.430
C -2.504 3.673 -3.282
C -1.825 2.759 -2.467
C 1.722 2.023 1.192
C 0.492 2.800 1.710
C 2.346 2.788 0.007
H 3.955 2.748 3.675
H 3.790 3.715 2.177
H 2.459 3.674 3.342
H 2.941 -0.891 1.092
H 0.746 -0.741 3.233
H 0.799 -1.922 1.898
H 1.117 -1.860 5.231
H 2.657 -3.182 6.699
H 4.555 -4.445 5.667
H 4.911 -4.364 3.192
H 3.391 -2.978 1.771
H 0.605 -0.983 -0.087
H -0.091 1.966 -0.556
H -0.531 -0.477 -2.539
H -2.363 -0.115 -4.371
H -3.799 1.515 -5.582
H -2.474 4.735 -3.071
H -1.351 3.128 -1.553
H 0.163 2.400 2.681
H 0.774 3.862 1.806
H -0.352 2.730 1.022
H 3.396 2.490 -0.116
H 1.813 2.603 -0.929
H 2.293 3.863 0.241
```

Computed properties:
Frontier orbital gap   6.61 eV
LUMO energy   -4.479 eV
Total charge   +1
Highest occupied orbital energy   -11.087 eV